The following is a DFT calculation (wB97M-V/def2-TZVPD) of C7H4INO in the gas phase at a distorted geometry.

```
14
Properties=species:S:1:pos:R:3:forces:R:3
C -1.469783 -1.564612 0.027556 0.592 -0.014 -0.021
C -0.058108 -1.722830 -0.095716 -0.826 -0.554 0.164
C -1.721905 -0.237146 0.174122 0.935 -0.966 -0.416
C 0.491406 -0.487954 -0.003164 0.996 -0.005 -0.054
C 1.299469 1.749800 -0.109229 1.796 -7.379 0.124
C 1.717537 0.260920 -0.051076 -0.534 5.922 -0.326
C -0.171836 1.738972 0.006806 2.172 1.566 0.170
N -0.522517 0.427265 0.117425 -1.522 -2.044 0.229
O -0.888528 2.689740 0.074400 -1.171 0.616 -0.080
I 3.712792 -0.421609 0.086255 -1.252 0.264 -0.204
H -2.065884 -2.453674 -0.005985 -0.797 0.279 0.121
H 0.255918 -2.735036 -0.235735 1.184 0.025 -0.006
H -2.604099 0.269140 0.302113 -1.856 1.161 0.221
H 2.025538 2.487024 -0.287775 0.283 1.128 0.078
```
Positions in Å, forces in eV/Å.

ΔE to the lowest compared entry with this formula, charge and spin = 0.0 kJ/mol
HOMO (alpha / beta) = -0.3069 / -0.3071 Ha
energy = -696.76742 hartree
M = 245.02 g/mol
strongest force on any atom = 7.60 eV/Å

The following is a DFT calculation (wB97M-V/def2-TZVPD) of C7H4N2O3 in the gas phase at a distorted geometry.

```
16
Properties=species:S:1:pos:R:3:forces:R:3
C 0.077602 0.747166 1.070233 3.433 -0.238 2.224
C 1.394817 0.100377 0.645215 -5.349 1.390 -0.322
C 1.359640 -0.619998 -0.493840 -3.090 1.527 1.586
C 0.132481 -0.760357 -1.154911 -0.342 -1.454 -0.918
C -0.422920 -1.762407 -2.112749 2.218 3.400 2.847
C -0.988904 -0.031546 -0.809868 2.960 1.260 2.192
C -1.042519 0.798132 0.343399 -3.096 0.447 -1.070
H 2.254259 0.372986 1.122020 1.947 0.478 1.451
H 2.257044 -0.904301 -0.795535 3.557 -1.990 -1.849
H 0.076700 -2.546961 -2.559746 0.769 -1.605 -0.912
H -2.128897 1.296343 0.427825 2.982 -0.911 0.754
N 0.173357 1.428877 2.433159 0.464 3.882 0.485
N -1.628119 -1.566750 -2.290134 -4.399 1.597 -1.087
O -0.829493 1.380880 3.267283 5.510 0.393 -3.805
O 1.338840 2.293442 2.404238 -6.072 -4.349 1.303
O -2.023887 -0.225882 -1.496589 -1.492 -3.827 -2.878
```
Positions in Å, forces in eV/Å.

ΔE to the lowest compared entry with this formula, charge and spin = 408.2 kJ/mol
HOMO = -0.3474 Ha
energy = -604.10523 hartree
M = 164.12 g/mol
strongest force on any atom = 7.58 eV/Å

The following is a DFT calculation (wB97M-V/def2-TZVPD) of a molecular structure, C7H4NNiO4Se3Te at a distorted geometry.

```
21
Properties=species:S:1:pos:R:3:forces:R:3
Ni -0.126100 0.508300 -0.356800 0.027 1.005 0.458
O -3.048700 -1.734700 1.777700 0.171 0.053 0.447
C -2.023000 -1.039500 1.262800 -1.067 -0.012 -2.026
O -1.995700 -0.733400 0.078700 -0.082 -0.540 1.205
C -0.965600 -0.632400 2.183800 1.036 0.335 0.700
C -1.043400 -0.608700 3.574400 -0.259 -0.285 -0.597
C 0.010100 -0.055300 4.279500 0.475 0.274 -0.241
C 1.093500 0.471600 3.581300 -0.191 -0.259 0.308
C 1.094700 0.424400 2.196500 0.109 0.007 -0.609
N 0.095600 -0.140100 1.520500 -0.765 0.222 1.151
C 2.136400 1.100800 1.274000 -0.035 0.177 -0.312
O 3.204900 1.463800 1.741300 0.186 -0.094 0.679
O 1.734100 1.233200 0.082900 -0.220 -0.259 -0.041
H -3.711200 -1.854700 1.079400 0.212 0.099 -0.064
H -1.918800 -0.995800 4.072200 -0.068 -0.029 -0.001
H -0.022300 0.000900 5.359300 -0.006 -0.025 0.010
H 1.926200 0.931200 4.089700 0.098 0.083 -0.044
Se 0.283700 -0.207200 -2.506400 1.099 -0.675 -0.745
Se -1.447600 0.914900 -3.475900 -1.086 0.326 -0.161
Te -1.598700 3.148900 -2.252700 0.238 0.163 -0.637
Se -1.613500 2.549300 0.130300 0.128 -0.567 0.520
```
Positions in Å, forces in eV/Å.

ΔE to the lowest compared entry with this formula, charge and spin = 51.6 kJ/mol
multiplicity = 3
HOMO (alpha / beta) = -0.1252 / -0.1280 Ha
net charge = -1
expectation value of S² = 2.012
energy = -9605.68872 hartree
M = 589.28 g/mol
strongest force on any atom = 2.29 eV/Å

The following is a DFT calculation (wB97M-V/def2-TZVPD) of a molecular structure, C7H4O2OsSSe3Te.

```
19
Properties=species:S:1:pos:R:3:forces:R:3
Os -2.451215 0.084135 0.117587 0.343 0.023 -0.029
Se -3.654070 1.993777 -0.708740 -0.134 0.223 0.057
Se -6.004286 1.825479 -0.446132 0.170 0.219 0.002
Te -6.487970 -0.526978 -0.418924 0.206 -0.314 -0.025
Se -4.157266 -1.550856 -0.083852 -0.442 -0.248 -0.006
O 0.528037 1.501510 2.528243 -0.019 0.018 0.057
C 0.094046 0.982847 1.532102 0.041 -0.135 -0.053
O -1.190790 1.099595 1.215589 -0.056 -0.003 -0.217
C 1.017805 0.245964 0.590934 -0.013 -0.012 0.006
C 2.363590 0.590270 0.733329 0.012 0.003 -0.002
C 3.351681 0.014800 -0.040999 -0.004 0.003 0.002
C 3.005547 -0.949623 -0.976337 -0.011 -0.007 0.009
C 1.682571 -1.318877 -1.121129 -0.032 -0.004 -0.006
C 0.673642 -0.730005 -0.352637 0.003 0.065 -0.050
S -0.932709 -1.408648 -0.705474 -0.070 0.173 0.268
H 2.607767 1.330842 1.481689 -0.001 -0.001 -0.001
H 4.383415 0.313047 0.087100 0.000 0.002 -0.002
H 3.762685 -1.418129 -1.591424 0.000 -0.002 0.000
H 1.407519 -2.079151 -1.840927 0.007 -0.005 -0.009
```
Positions in Å, forces in eV/Å.

ΔE to the lowest compared entry with this formula, charge and spin = 13.5 kJ/mol
multiplicity = 5
HOMO (alpha / beta) = -0.2940 / -0.3189 Ha
expectation value of S² = 6.030
energy = -8380.81406 hartree
M = 706.88 g/mol
strongest force on any atom = 0.51 eV/Å

The following is a DFT calculation (wB97M-V/def2-TZVPD) of a molecular structure, C7H5AgCl3NO2S.

```
20
Properties=species:S:1:pos:R:3:forces:R:3
Ag -1.903879 0.325094 -2.406879 0.285 0.045 -0.001
Cl -3.823492 -0.040282 2.290060 -0.021 -0.007 -0.010
C -2.510940 1.013825 1.742911 0.032 -0.034 -0.116
Cl -2.938110 2.691458 2.067049 0.004 0.023 -0.008
Cl -1.030062 0.615909 2.652123 0.095 -0.022 -0.035
C -2.247585 0.738682 0.219373 -0.142 -0.029 -0.042
O -2.332832 1.714742 -0.558627 0.009 -0.138 0.069
O -1.995437 -0.440003 -0.086432 -0.008 0.174 0.216
S 0.331433 -0.287552 -3.276181 -0.237 0.007 -0.149
C 0.959740 -0.483313 -1.696601 0.127 -0.001 -0.045
N 1.212933 0.611111 -0.936549 0.003 -0.112 0.060
C 1.821809 0.582997 0.269166 -0.042 0.060 0.068
C 2.228424 -0.601183 0.798243 -0.055 -0.096 0.095
C 1.957783 -1.776385 0.078375 -0.023 0.030 -0.028
C 1.334318 -1.719786 -1.140304 0.046 -0.020 0.009
H 0.908465 1.494181 -1.324874 -0.022 0.064 -0.010
H 1.952424 1.532316 0.766834 -0.041 0.020 -0.043
H 2.711828 -0.628834 1.763125 -0.007 0.027 -0.027
H 2.242898 -2.734681 0.493543 -0.005 0.012 -0.022
H 1.120282 -2.608297 -1.714354 0.003 -0.004 0.017
```
Positions in Å, forces in eV/Å.

HOMO = -0.3225 Ha
energy = -2400.73619 hartree
M = 381.42 g/mol
strongest force on any atom = 0.29 eV/Å

The following is a DFT calculation (wB97M-V/def2-TZVPD) of a molecular structure, C7H5BeNO6 at a distorted geometry.

```
20
Properties=species:S:1:pos:R:3:forces:R:3
O -0.084333 0.282990 -5.038746 -0.006 0.040 2.323
C -0.080011 0.261867 -3.904518 0.029 -0.200 -2.349
Be -0.016202 0.024285 -1.051007 -0.684 2.467 0.541
O -1.673974 -2.330494 -1.152373 2.413 4.069 -0.943
C -1.061509 -1.368134 -1.309701 -3.381 -5.380 0.775
C 0.918660 1.984599 -1.431652 2.186 3.074 1.676
O 1.468656 2.909106 -1.040860 -1.802 -2.782 -1.501
C -1.769119 1.281513 -1.399046 -3.502 1.759 1.568
O -2.704363 1.841422 -1.047156 3.069 -1.689 -1.403
C 1.555618 -0.703149 -1.331288 5.141 -2.875 1.065
O 2.542649 -1.248227 -1.121486 -3.615 2.150 -1.144
C 0.010937 0.507879 2.925154 -0.001 -0.124 0.451
C 0.068582 -0.248946 1.664023 0.036 -0.539 -1.166
N 0.261366 -1.564538 1.649060 -0.160 0.977 -0.167
O -0.069646 0.393999 0.545968 0.216 -0.922 -0.186
H 0.114747 -0.131977 3.800912 -0.004 -0.019 -0.092
H -0.943515 1.032630 2.990257 0.034 0.079 -0.092
H 0.814896 1.246052 2.943162 -0.055 0.063 -0.106
H 0.304602 -2.108802 0.792797 0.007 0.122 0.451
H 0.341960 -2.062075 2.516500 0.079 -0.270 0.300
```
Positions in Å, forces in eV/Å.

HOMO = -0.7358 Ha
net charge = +2
energy = -790.10112 hartree
M = 208.13 g/mol
strongest force on any atom = 6.40 eV/Å

The following is a DFT calculation (wB97M-V/def2-TZVPD) of C7H5Br in the gas phase at a distorted geometry.

```
13
Properties=species:S:1:pos:R:3:forces:R:3
C 0.563570 -1.682667 -0.008900 -0.544 0.154 0.349
C -0.350248 -1.038362 0.758977 0.067 -0.118 0.018
C 1.679585 0.412934 -0.546686 -0.225 0.396 0.163
C 0.805637 1.114938 0.214313 0.157 -0.064 -0.116
C 1.143095 -0.814580 -0.929048 1.809 -1.192 -1.016
C -0.430719 0.389080 0.491024 -0.348 0.061 -0.072
C -1.520462 0.907327 -0.061118 -1.209 0.814 0.834
Br -3.211061 0.053363 -0.078874 0.131 0.033 -0.074
H 0.641416 -2.753379 -0.074697 0.024 -0.218 -0.027
H -1.153258 -1.525711 1.286404 -0.053 -0.107 0.078
H 2.563274 0.825280 -1.004836 0.125 0.104 -0.032
H 0.842036 2.181362 0.358643 0.048 0.181 0.024
H -1.572871 1.930413 -0.405206 0.017 -0.044 -0.128
```
Positions in Å, forces in eV/Å.

ΔE to the lowest compared entry with this formula, charge and spin = 182.8 kJ/mol
HOMO (alpha / beta) = -0.3073 / -0.2803 Ha
energy = -2843.56252 hartree
M = 169.02 g/mol
strongest force on any atom = 2.39 eV/Å